Entry 1:
{"formula": "C17H25N4O9P2Sr", "method": "ωB97M-V/def2-TZVPD", "total_charge": 1, "energy_ev": -61821.57517, "relative_energy_kj_mol": 11.1, "lumo_ev": [-4.1549, -3.6844], "gap_ha": [0.2389, 0.2541], "elements": ["Sr", "P", "C", "C", "N", "C", "C", "C", "C", "C", "P", "H", "H", "H", "H", "H", "H", "H", "H", "O", "H", "H", "O", "H", "C", "H", "H", "H", "C", "H", "H", "H", "C", "H", "H", "H", "C", "H", "H", "H", "O", "N", "O", "C", "C", "C", "C", "O", "C", "C", "N", "O", "O", "N", "O", "O", "H", "H"], "coordinates": [[0.174, 1.645, -0.385], [2.669, -1.122, -0.363], [2.425, -1.222, -2.131], [1.146, -1.341, -2.743], [-0.028, -0.779, -2.245], [-1.164, -1.272, -2.771], [-1.205, -2.266, -3.773], [-0.012, -2.705, -4.362], [1.165, -2.185, -3.902], [-2.501, -0.841, -2.157], [-2.614, 0.903, -1.605], [2.148, -2.485, -4.299], [-2.184, -2.653, -4.080], [-0.016, -3.461, -5.148], [-3.289, -1.022, -2.901], [-2.710, -1.473, -1.278], [2.450, 1.168, -2.333], [3.249, -0.992, -2.840], [2.200, 4.631, -1.039], [1.796, 1.856, -2.402], [2.031, 2.394, -3.167], [-0.032, 3.453, 1.668], [1.253, 4.442, -1.282], [0.809, 4.821, -0.404], [-3.136, 1.668, -3.199], [-4.057, 1.203, -3.586], [-3.316, 2.738, -3.018], [-2.333, 1.563, -3.943], [-4.245, 0.865, -0.761], [-4.460, 1.862, -0.347], [-5.062, 0.586, -1.449], [-4.190, 0.147, 0.072], [2.585, -2.971, -0.277], [3.591, -3.402, -0.378], [2.097, -3.250, 0.663], [1.964, -3.308, -1.123], [4.496, -0.770, -0.288], [4.704, -0.344, 0.706], [5.075, -1.696, -0.402], [4.807, -0.030, -1.039], [-0.573, -0.852, 7.583], [0.105, -0.016, 6.948], [1.012, 0.675, 7.481], [-0.133, 0.174, 5.521], [-1.091, -0.613, 4.829], [-1.192, -0.543, 3.439], [-0.160, 0.169, 2.727], [0.001, -0.005, 1.482], [0.642, 1.129, 3.469], [0.716, 1.089, 4.860], [1.024, 2.222, 2.704], [1.685, 3.237, 2.993], [-0.105, 2.487, 1.830], [-2.313, -1.157, 2.743], [-3.049, -1.929, 3.391], [-2.537, -0.872, 1.537], [-1.725, -1.303, 5.394], [1.410, 1.753, 5.383]], "nbo_charge": [1.79, 0.78, -0.51, 0.13, -0.54, 0.24, -0.24, -0.15, -0.22, -0.75, 0.71, 0.23, 0.23, 0.24, 0.24, 0.28, 0.50, 0.22, 0.50, -1.00, 0.51, 0.48, -0.95, 0.47, -0.93, 0.24, 0.24, 0.24, -0.93, 0.24, 0.24, 0.27, -0.89, 0.24, 0.25, 0.24, -0.93, 0.25, 0.24, 0.23, -0.36, 0.51, -0.38, -0.05, -0.08, -0.12, 0.54, -0.80, -0.10, -0.11, 0.31, -0.38, -0.69, 0.52, -0.36, -0.42, 0.29, 0.28]}

Entry 2:
{"formula": "C2H2O", "method": "ωB97M-V/def2-TZVPD", "total_charge": 0, "smiles": "C1=CO1", "energy_ev": -4148.84917, "relative_energy_kj_mol": 356.2, "lumo_ev": 0.9843, "gap_ha": 0.3441, "elements": ["C", "C", "O", "H", "H"], "coordinates": [[0.296, -0.653, 0.261], [0.208, 0.587, 0.042], [1.475, 0.214, -0.181], [0.134, -1.554, -0.193], [-0.497, 1.506, 0.126]], "nbo_charge": [-0.07, 0.16, -0.52, 0.21, 0.23]}

Entry 3:
{"formula": "C3H6ClCrO3", "method": "ωB97M-V/def2-TZVPD", "total_charge": 1, "energy_ev": -50284.38559, "relative_energy_kj_mol": 163.9, "lumo_ev": [-8.9231, -7.4560], "gap_ha": [0.1468, 0.2009], "multiplicity": 5, "elements": ["Cr", "Cl", "C", "O", "C", "O", "O", "C", "H", "H", "H", "H", "H", "H"], "coordinates": [[4.068, -4.024, 2.607], [3.505, -1.674, 2.106], [-1.930, 0.892, -2.299], [-1.550, 0.153, -1.124], [-0.405, 0.477, -0.488], [0.412, 1.319, -0.772], [-0.484, -0.223, 0.671], [0.506, -0.049, 1.572], [-2.984, 0.647, -2.434], [-1.438, 0.587, -3.222], [-1.990, 1.970, -2.152], [0.630, 1.003, 1.831], [1.406, -0.534, 1.195], [0.253, -0.544, 2.510]], "nbo_charge": [1.49, -0.50, -0.27, -0.50, 0.98, -0.61, -0.50, -0.24, 0.20, 0.20, 0.20, 0.20, 0.16, 0.19]}

Entry 4:
{"formula": "C23H15ClIN10O3Se2Te2V", "method": "ωB97M-V/def2-TZVPD", "total_charge": 0, "energy_ev": -236724.56662, "lumo_ev": [-1.4110, -1.3201], "gap_ha": [0.2153, 0.2189], "multiplicity": 3, "elements": ["V", "Cl", "C", "C", "C", "I", "C", "O", "C", "N", "C", "C", "C", "C", "H", "H", "H", "H", "Se", "Te", "Te", "Se", "O", "N", "O", "N", "C", "C", "N", "C", "N", "C", "C", "N", "C", "C", "N", "C", "N", "N", "N", "C", "C", "C", "C", "C", "C", "H", "H", "H", "H", "H", "H", "H", "H", "H", "H", "H"], "coordinates": [[0.911, 1.698, -0.250], [5.129, 2.714, 5.123], [3.940, 2.898, 3.861], [3.165, 4.009, 3.823], [2.194, 4.189, 2.804], [1.061, 5.916, 2.729], [1.976, 3.235, 1.840], [1.085, 3.332, 0.862], [2.795, 2.054, 1.913], [2.533, 1.089, 0.964], [3.306, 0.031, 0.899], [4.381, -0.167, 1.777], [4.612, 0.738, 2.771], [3.803, 1.892, 2.877], [3.299, 4.774, 4.579], [3.076, -0.692, 0.129], [5.008, -1.043, 1.659], [5.420, 0.591, 3.479], [2.054, 4.325, -1.558], [3.020, 4.538, -3.845], [1.713, 2.200, -4.460], [-0.600, 2.590, -4.359], [2.562, 1.733, -2.520], [2.177, 2.425, -1.414], [-0.569, 2.329, -0.921], [-1.627, 3.031, -1.193], [-2.686, 2.579, -0.649], [-3.922, 3.306, -0.868], [-4.931, 3.841, -0.994], [-2.658, 1.375, 0.182], [-2.482, 0.433, 0.805], [0.027, -1.055, 1.695], [0.137, -1.237, 0.213], [0.534, -0.342, -0.690], [0.504, -0.985, -1.933], [0.105, -2.256, -1.772], [-0.126, -2.410, -0.409], [-0.647, -3.624, 0.213], [-1.733, -4.159, -0.554], [-1.638, -5.442, -1.025], [-2.698, -5.699, -1.706], [-3.510, -4.558, -1.703], [-4.738, -4.322, -2.331], [-5.292, -3.070, -2.183], [-4.653, -2.069, -1.412], [-3.449, -2.295, -0.783], [-2.895, -3.574, -0.964], [0.263, -0.037, 1.976], [0.712, -1.723, 2.220], [-0.988, -1.244, 2.035], [0.780, -0.468, -2.833], [-0.043, -3.063, -2.477], [-0.962, -3.381, 1.219], [0.107, -4.395, 0.250], [-5.220, -5.102, -2.915], [-6.234, -2.837, -2.667], [-5.121, -1.092, -1.322], [-2.967, -1.525, -0.186]], "nbo_charge": [1.37, 0.00, -0.07, -0.21, -0.25, 0.19, 0.36, -0.78, 0.09, -0.48, 0.09, -0.27, -0.11, -0.04, 0.24, 0.21, 0.23, 0.24, 0.27, 0.05, 0.86, -0.47, -0.61, -0.47, -0.55, 0.09, -0.09, 0.26, -0.27, 0.32, -0.36, -0.67, 0.44, -0.57, -0.05, -0.08, -0.35, -0.03, -0.23, -0.02, -0.20, 0.03, -0.18, -0.23, -0.17, -0.27, 0.15, 0.24, 0.24, 0.26, 0.23, 0.24, 0.22, 0.24, 0.23, 0.22, 0.22, 0.25]}